[1]
{
  "formula": "C44H50F9MnN4O3PSe",
  "method": "wB97M-V/def2-TZVPD",
  "total_charge": 2,
  "gap_ev": [8.6, 8.4],
  "multiplicity": 6,
  "s_squared": 8.757,
  "elements": ["H", "C", "C", "C", "C", "C", "H", "H", "C", "H", "H", "H", "H", "C", "C", "C", "N", "C", "N", "H", "C", "C", "C", "H", "H", "H", "H", "H", "H", "C", "C", "C", "H", "F", "H", "C", "H", "H", "C", "C", "H", "C", "C", "H", "F", "O", "N", "H", "H", "C", "F", "H", "Se", "H", "H", "H", "Mn", "H", "F", "H", "F", "C", "C", "H", "C", "F", "H", "H", "C", "C", "H", "C", "C", "H", "C", "O", "H", "H", "C", "C", "C", "C", "O", "H", "H", "H", "H", "F", "H", "P", "N", "F", "H", "H", "H", "C", "C", "H", "F", "C", "H", "C", "C", "H", "C", "H", "C", "C", "C", "H", "C", "H", "H"],
  "xyz": [[-1.104, 2.900, 0.134], [1.106, 1.795, 1.188], [1.746, -3.053, -1.942], [2.438, -0.462, -3.897], [1.551, -4.504, 3.288], [3.001, 0.421, 2.037], [-0.179, 1.815, -6.664], [-1.036, 0.998, -5.339], [5.947, 2.529, 0.639], [-4.256, 3.111, -0.018], [1.989, 1.185, -7.245], [0.758, -5.681, -0.937], [1.355, 6.382, 0.554], [-4.071, 2.164, 1.897], [-4.688, 3.317, 2.645], [-0.218, -4.307, 1.547], [1.906, 1.346, 2.172], [0.608, -3.665, 2.462], [0.256, 2.718, 1.679], [1.053, -6.095, -2.636], [1.526, 2.708, 5.581], [-0.068, 3.662, 4.014], [0.872, -5.276, -1.943], [3.813, 2.828, 0.744], [3.139, 0.381, -3.988], [-1.682, -4.059, 0.012], [3.212, -5.949, -1.533], [6.079, 3.135, -0.251], [2.847, -0.146, 1.115], [0.643, 5.768, 1.106], [0.469, 3.572, 5.283], [-3.616, -2.122, -2.319], [2.913, 0.014, -6.294], [2.182, -5.404, 2.509], [6.180, 3.141, 1.505], [-0.493, 6.657, 1.601], [-1.186, 6.127, 2.251], [1.199, -1.798, 3.338], [-3.026, 0.009, 1.942], [-1.049, -3.561, 0.733], [1.906, 2.667, 6.588], [-0.618, 3.544, 0.876], [-0.342, 0.860, -6.164], [-1.060, 7.055, 0.763], [-5.928, 3.060, 3.053], [2.375, -0.805, -2.519], [1.987, -4.352, -1.987], [1.024, 4.208, -0.336], [-0.034, -4.746, -2.231], [1.064, 0.011, -4.404], [-7.743, -4.209, -1.516], [2.802, -1.306, -4.493], [1.241, 1.245, -0.598], [4.465, 1.773, 2.865], [2.900, 1.226, 4.844], [-5.860, -4.023, 0.180], [-0.009, -0.430, -1.651], [-3.850, 0.972, 3.667], [2.508, -3.770, 3.870], [-2.716, -0.869, 2.489], [-7.120, -3.927, -3.557], [-0.236, -1.540, 1.768], [4.347, 1.143, 1.982], [1.180, 5.332, 1.952], [2.901, -2.065, -2.130], [0.919, -5.185, 4.244], [-0.198, -5.385, 1.468], [-2.973, -1.591, -3.013], [-5.522, -3.487, -1.868], [-6.701, -4.298, -2.346], [5.133, 0.388, 2.014], [-4.124, -2.791, -0.052], [-4.723, -2.812, -2.780], [4.300, 1.394, -0.160], [2.092, 1.900, 4.618], [0.604, -2.579, -1.785], [-1.379, 3.971, 1.527], [-4.975, -2.834, -3.829], [0.165, 4.659, 0.169], [-3.667, 1.039, 2.606], [-1.054, -2.171, 0.828], [0.583, -2.282, 2.595], [0.110, 0.093, -3.605], [3.394, -1.904, -1.162], [-0.897, 4.321, 3.809], [-0.094, 7.494, 2.165], [0.055, 4.181, 6.070], [-4.730, 4.432, 1.908], [6.660, 1.709, 0.603], [-1.893, -1.126, -0.411], [0.924, 0.349, -5.674], [-3.954, 3.615, 3.736], [3.746, -5.034, -2.943], [-0.249, -0.459, 1.845], [-3.884, -2.784, 1.001], [-3.313, -2.118, -0.962], [1.573, 1.999, 3.336], [-0.772, 0.166, -6.887], [-6.367, -5.599, -2.423], [-2.771, 0.125, 0.581], [-0.474, 5.088, -0.604], [-5.227, -3.485, -0.509], [1.935, 0.242, -6.701], [3.979, -4.376, -1.304], [-3.891, 2.251, 0.523], [1.654, -0.529, -7.422], [-3.221, 1.236, -0.130], [0.513, 2.872, 3.028], [3.309, -4.946, -1.946], [2.981, -0.267, 2.885], [4.523, 1.996, 0.727], [-3.030, 1.298, -1.198], [3.634, -2.433, -2.852]]
}

[2]
{
  "formula": "C44H50N14O8",
  "method": "wB97M-V/def2-TZVPD",
  "total_charge": 0,
  "gap_ev": 8.3,
  "multiplicity": 1,
  "elements": ["H", "H", "H", "C", "N", "H", "O", "C", "N", "H", "C", "C", "C", "H", "H", "C", "C", "H", "H", "H", "C", "C", "C", "N", "C", "C", "H", "H", "H", "C", "H", "H", "H", "N", "C", "H", "H", "H", "C", "H", "H", "O", "C", "H", "H", "C", "H", "H", "C", "C", "C", "C", "N", "H", "H", "C", "C", "C", "O", "H", "H", "O", "C", "H", "C", "C", "H", "N", "H", "C", "C", "C", "H", "H", "H", "N", "H", "O", "O", "C", "C", "C", "C", "N", "O", "H", "H", "C", "H", "H", "N", "C", "N", "C", "H", "H", "O", "N", "H", "H", "H", "C", "C", "C", "C", "C", "N", "H", "C", "N", "C", "H", "H", "N", "H", "H"],
  "xyz": [[-1.750, -0.156, -1.112], [-0.427, -4.104, 0.780], [4.580, 2.974, 1.229], [5.124, -1.167, 1.782], [3.669, -0.443, -1.304], [-1.274, 3.764, 0.784], [4.454, 1.405, 6.690], [0.434, -3.584, 1.200], [0.431, 3.782, -2.004], [2.890, 0.388, -5.806], [4.087, 2.934, 2.189], [-6.388, -2.250, -0.532], [4.224, -0.025, -2.225], [4.758, 4.724, -5.036], [0.702, -6.653, -0.717], [0.836, 0.192, 5.860], [4.653, 2.063, 3.146], [5.464, 1.392, 2.902], [-0.733, 0.029, 4.434], [-1.056, 0.931, 5.772], [-8.526, -2.641, -1.672], [-1.086, -4.328, -2.282], [-2.526, -5.582, -0.816], [1.866, -5.188, 2.698], [4.475, -2.320, 1.209], [2.521, -2.602, 4.246], [-9.431, -3.227, -1.742], [3.062, 2.004, -5.208], [1.001, -3.048, 0.439], [-0.428, 0.069, 0.459], [-2.317, 2.177, -4.258], [-0.940, -3.418, -2.845], [-3.623, -0.558, 2.760], [-3.312, 2.075, 0.891], [4.914, 0.453, -3.444], [0.493, 4.450, -4.514], [-7.561, -4.015, -0.336], [4.346, 1.270, -3.890], [-1.295, 4.080, 2.853], [2.640, -2.095, 3.288], [3.086, 3.535, -1.286], [-0.588, 4.300, -2.418], [-0.241, 0.768, 5.066], [-0.379, 0.668, -1.620], [0.317, 3.623, 1.629], [-8.405, -1.349, -2.223], [4.559, -0.756, 2.619], [4.878, -0.387, -4.137], [2.381, 3.535, 3.750], [1.516, 4.402, -4.171], [-6.335, -1.005, -1.070], [2.919, 3.604, 2.460], [-0.082, -2.745, 4.495], [5.077, 4.201, -2.583], [-0.459, 5.134, 1.190], [-0.644, 4.137, 1.591], [-0.199, -6.141, -1.021], [-0.672, -0.144, -0.954], [5.559, 0.388, 5.185], [5.896, 0.836, -3.164], [0.901, -5.038, -2.506], [-4.699, -4.287, -2.085], [4.121, 4.180, -3.084], [1.526, 4.127, 4.042], [3.007, 3.930, -2.289], [-3.517, 0.504, 2.983], [-2.230, 1.024, -3.024], [-4.845, 2.662, -2.426], [6.083, -1.518, 2.165], [-0.027, -5.176, -1.971], [3.056, 2.835, 4.751], [1.246, -4.531, 2.020], [2.292, 1.811, -6.790], [-4.464, 0.754, 3.461], [-2.800, 0.794, 3.751], [-5.342, -2.740, 0.395], [2.476, 5.073, -5.900], [-4.562, -1.871, 0.753], [0.504, 3.115, -0.951], [-3.422, 1.353, 1.765], [1.155, 1.138, -5.093], [-2.394, -4.526, -1.737], [2.656, 4.642, -4.927], [0.148, 0.943, -4.547], [-5.179, -3.942, 0.666], [-0.087, -1.033, -1.192], [-1.583, -7.207, 0.193], [1.057, -2.666, 4.357], [2.883, -1.984, 5.068], [-9.142, -0.861, -2.842], [-0.248, 0.249, 1.571], [-7.522, -3.040, -0.798], [-1.843, 4.092, 3.846], [-1.435, -6.351, -0.448], [-3.424, -5.569, -0.216], [-0.008, 1.640, 4.455], [-3.406, -2.738, -2.858], [-3.599, -3.791, -2.229], [-3.406, 0.670, -4.358], [0.044, -2.835, 1.888], [-5.567, -0.266, -0.892], [2.408, 1.365, -5.802], [3.952, 4.494, -4.355], [1.698, 4.021, -2.805], [-4.010, 2.125, -2.994], [-7.334, -0.576, -1.921], [4.780, 1.232, 5.517], [2.689, 2.831, 5.767], [-2.934, 1.439, -3.746], [1.698, -0.241, 6.486], [4.123, 2.023, 4.456], [2.894, -3.624, 4.304], [2.539, 4.227, 1.664], [3.940, -3.174, 0.659], [5.267, -0.468, 0.958], [-7.250, 0.409, -2.356]]
}